#i
C5H14N2 | ωB97M-V/def2-TZVPD

ORCA input file:
```
! wB97M-V def2-TZVPD RIJCOSX def2/J DEFGRID3
* xyz 0 1
C 0.0851 3.1924 0.3057
N 0.3610 1.7007 0.2536
C -0.2007 1.0348 -0.8833
C 0.0005 -0.4896 -0.9575
C -0.4015 -1.3130 0.2737
C 0.8858 -1.4824 1.1558
N -0.8648 -2.6464 -0.2752
H -0.4548 3.3180 1.2520
H 0.9399 3.8748 0.3249
H -0.5802 3.3141 -0.5617
H 0.6127 1.4182 1.1726
H 0.2626 1.4048 -1.7981
H -1.2829 1.3183 -1.0583
H 1.0445 -0.6766 -1.2421
H -0.6688 -0.8757 -1.7475
H -1.2845 -1.0100 0.8439
H 1.6581 -1.7634 0.4437
H 0.6899 -1.8927 2.1372
H 1.1408 -0.4488 1.4232
H -0.1306 -3.0306 -0.8762
H -0.7778 -3.3854 0.4291
*
```

Output
Orbital gap ... 9.31 eV
HOMO level ... -8.1720 eV
LUMO level ... 1.14 eV

=====

#ii
C5H14N2 | ωB97M-V/def2-TZVPD

ORCA input file:
```
! wB97M-V def2-TZVPD RIJCOSX def2/J DEFGRID3
* xyz 0 1
C 2.2306 2.0617 -2.1052
N 1.2885 -1.4484 -0.0660
C -1.3132 -0.8265 2.3660
C 0.0183 -0.3342 1.7243
C 0.2392 -0.7245 0.2616
C -0.6542 -0.0559 -0.7830
N -2.0141 -0.6002 -0.8983
H 3.0630 2.2932 -2.7685
H 2.1118 0.9863 -2.0536
H 1.4034 2.5904 -2.5826
H 2.3790 2.5337 -1.1253
H -2.1435 -0.1565 2.1740
H -1.5686 -1.8018 1.9488
H -1.1573 -0.9620 3.4275
H 0.8478 -0.7565 2.2773
H 0.0956 0.7374 1.8352
H 0.2841 -2.0392 0.1207
H -0.0944 -0.0673 -1.7081
H -0.7538 0.9900 -0.4576
H -1.9983 -1.3729 -1.5652
H -2.2641 -1.0467 -0.0220
*
```

Output
Orbital gap ... 8.47 eV
HOMO level ... -7.8729 eV
LUMO level ... 0.60 eV

=====

#iii
C5H14N2 | ωB97M-V/def2-TZVPD

ORCA input file:
```
! wB97M-V def2-TZVPD RIJCOSX def2/J DEFGRID3
* xyz 0 1
N -2.7756 0.0967 0.7978
C -1.6385 -0.8700 0.7622
C -0.2270 -0.3779 1.1747
C 0.1581 0.9990 0.6056
C 0.7224 1.1051 -0.8473
C 1.1808 -0.2103 -1.4651
N 2.5292 -0.5984 -0.9864
H -2.8407 0.4886 -0.1340
H -2.4865 0.9001 1.3530
H -1.5858 -1.2354 -0.2528
H -1.9078 -1.7059 1.4113
H 0.4162 -1.1294 0.7326
H -0.1844 -0.3656 2.2553
H -0.7122 1.6340 0.7382
H 0.9279 1.4203 1.2548
H -0.1158 1.4073 -1.4554
H 1.5899 1.7486 -0.7825
H 0.4954 -1.0364 -1.2803
H 1.2503 -0.0327 -2.5394
H 2.4858 -0.7325 0.0081
H 2.7183 -1.5052 -1.3504
*
```

Output
Orbital gap ... 10.45 eV
HOMO level ... -9.4566 eV
LUMO level ... 1.00 eV

=====

#iii has the most favorable energy; the next structure is 21.9 kcal/mol above.

=====

#i
C5H14N2 | ωB97M-V/def2-TZVPD

ORCA input file:
```
! wB97M-V def2-TZVPD RIJCOSX def2/J DEFGRID3
* xyz 0 1
C 0.1025 1.6003 1.5265
C 0.5357 2.0635 0.1058
C 1.3322 1.0555 -0.7215
C 1.0539 -0.4145 -0.3998
N -0.3637 -0.7599 -0.4674
C -0.8727 -2.1639 -0.4272
N -2.1658 -2.5206 0.0653
H 1.0228 1.5567 2.1364
H -0.5014 0.6927 1.5216
H -0.4286 2.4183 2.0423
H 0.8462 3.0814 0.3076
H -0.3690 2.1767 -0.5363
H 1.1624 1.2039 -1.8097
H 2.4112 1.2823 -0.6353
H 1.3913 -0.4099 0.6375
H 1.5973 -1.0187 -1.1162
H -0.8241 -0.1901 -1.1709
H -0.6520 -2.5263 -1.4330
H -0.0780 -2.5238 0.2264
H -2.8081 -2.6962 -0.6905
H -2.3920 -1.9074 0.8382
*
```

Output
Orbital gap ... 9.55 eV
HOMO level ... -8.4268 eV
LUMO level ... 1.12 eV

=====

#ii
C5H14N2 | ωB97M-V/def2-TZVPD

ORCA input file:
```
! wB97M-V def2-TZVPD RIJCOSX def2/J DEFGRID3
* xyz 0 1
C 2.6481 0.6167 -0.5428
C 1.2928 0.9536 0.0623
C 0.2309 -0.1560 -0.0841
C 0.7451 -1.5301 0.3572
N -0.9286 0.2653 0.7350
N -2.1110 -0.4839 0.3541
C -2.9415 0.3741 -0.4936
H 3.1684 -0.1366 0.0576
H 2.5495 0.2430 -1.5661
H 3.2815 1.5096 -0.5637
H 1.4433 1.2052 1.1200
H 0.9147 1.8635 -0.4229
H -0.0530 -0.2083 -1.1435
H -0.0398 -2.2913 0.2901
H 1.5633 -1.8677 -0.2876
H 1.1115 -1.5095 1.3890
H -0.6905 0.1163 1.7199
H -2.6681 -0.7321 1.1777
H -3.2027 1.3098 0.0135
H -2.4405 0.6062 -1.4392
H -3.8733 -0.1478 -0.7331
*
```

Output
Orbital gap ... 9.22 eV
HOMO level ... -8.0487 eV
LUMO level ... 1.17 eV

=====

#iii
C5H14N2 | ωB97M-V/def2-TZVPD

ORCA input file:
```
! wB97M-V def2-TZVPD RIJCOSX def2/J DEFGRID3
* xyz 0 1
C 2.5172 0.2115 2.2475
C 1.8896 -0.0580 0.8627
C 0.5084 0.5716 0.6829
N -0.1883 -0.0824 -0.4271
C -1.4830 0.5595 -0.7237
C -2.4067 -0.3559 -1.5179
N -1.7764 -1.1532 -2.5678
H 2.1878 1.1891 2.6238
H 2.2651 -0.5492 2.9792
H 3.5987 0.2844 2.1916
H 1.7814 -1.1382 0.7338
H 2.5638 0.3618 0.1199
H 0.6457 1.6215 0.4118
H -0.0745 0.4980 1.6103
H -0.3935 -1.0340 -0.1190
H -1.9614 0.9381 0.1830
H -1.2585 1.4429 -1.3290
H -2.9108 -1.0473 -0.8308
H -3.1674 0.2824 -1.9659
H -1.2884 -1.9262 -2.1308
H -1.0489 -0.6166 -3.0346
*
```

Output
Orbital gap ... 10.06 eV
HOMO level ... -8.9739 eV
LUMO level ... 1.09 eV

=====

#iii has the most favorable energy; the next structure is 16.9 kcal/mol above.

=====

#i
C5H14N2 | ωB97M-V/def2-TZVPD

ORCA input file:
```
! wB97M-V def2-TZVPD RIJCOSX def2/J DEFGRID3
* xyz 0 1
C 3.3014 0.8696 0.6280
N 1.8833 1.1463 0.5613
C 1.0998 0.0301 0.0163
C -0.3149 0.0523 0.5367
C -1.1845 -1.1030 -0.0256
C -2.1552 -0.6767 -1.1177
N -3.3372 -0.0248 -0.5606
H 3.7068 0.7702 -0.3790
H 3.8233 1.6181 1.2209
H 3.5354 -0.1024 1.1085
H 1.5585 1.3845 1.4902
H 1.1577 0.1374 -1.0595
H 1.5664 -0.9253 0.2827
H -0.3415 0.0012 1.6256
H -0.7998 0.9990 0.2943
H -0.5056 -1.8806 -0.3813
H -1.7185 -1.6380 0.7436
H -2.5042 -1.5605 -1.6630
H -1.5980 -0.0562 -1.8335
H -4.0423 0.0591 -1.2802
H -3.1308 0.8999 -0.2076
*
```

Output
Orbital gap ... 9.90 eV
HOMO level ... -8.7583 eV
LUMO level ... 1.14 eV

=====

#ii
C5H14N2 | ωB97M-V/def2-TZVPD

ORCA input file:
```
! wB97M-V def2-TZVPD RIJCOSX def2/J DEFGRID3
* xyz 0 1
C -0.5228 -1.9723 0.6781
C 0.4758 -1.0146 0.0191
C -0.1038 0.4036 -0.1152
C 0.2438 1.3031 1.0902
N -0.2544 0.7013 2.3691
N 0.3469 1.1446 -1.2887
C -0.1408 0.5867 -2.5869
H -1.3210 -1.5404 1.2714
H -1.0285 -2.6094 -0.0349
H -0.0500 -2.7506 1.2855
H 0.6445 -1.3664 -0.9964
H 1.3789 -1.0957 0.5983
H -1.1918 0.3177 -0.1480
H -0.3140 2.2255 0.9485
H 1.3244 1.2797 1.1417
H 0.5475 0.5803 2.9803
H -0.7226 1.4518 2.8741
H 1.3535 1.0148 -1.3232
H -0.5698 1.3952 -3.1685
H 0.7196 0.1929 -3.1280
H -0.8151 -0.2476 -2.4662
*
```

Output
Orbital gap ... 9.86 eV
HOMO level ... -8.7811 eV
LUMO level ... 1.08 eV

=====

#i has the most favorable energy; the next structure is 10.5 kcal/mol above.

=====

#i
C3H8N2S2 | ωB97M-V/def2-TZVPD

ORCA input file:
```
! wB97M-V def2-TZVPD RIJCOSX def2/J DEFGRID3
* xyz 0 1
C 1.4731 1.3322 -0.5582
C 1.1400 -0.1202 -0.1783
N -0.3019 -0.2135 -0.0975
N -1.2072 0.0653 -1.1395
C -0.8703 -0.9136 1.1447
S -0.0513 -1.3773 2.4276
S -2.6353 -0.8299 1.0687
H 1.0685 1.9802 0.3094
H 2.5611 1.4189 -0.5647
H 0.9043 1.6675 -1.4227
H 1.6603 -0.8909 -0.8747
H 1.4605 -0.3273 0.8188
H -1.9185 -0.6361 -1.2938
H -0.4421 0.2928 -1.8708
H -2.8414 -1.4481 2.2311
*
```

Output
Orbital gap ... 8.43 eV
HOMO level ... -7.9842 eV
LUMO level ... 0.44 eV

=====

#ii
C3H8N2S2 | ωB97M-V/def2-TZVPD

ORCA input file:
```
! wB97M-V def2-TZVPD RIJCOSX def2/J DEFGRID3
* xyz 0 1
C 0.9696 -0.2334 1.5987
N 0.6326 0.2521 0.3019
C -0.4052 -0.2328 -0.3486
N -1.1564 -1.3547 -0.0694
S -0.5423 -2.8585 0.4579
S -0.8378 0.5318 -1.8662
C 0.0796 2.0513 -1.7602
H 0.1159 -0.3770 2.2608
H 1.5014 -1.1749 1.6043
H 1.6169 0.5309 2.0803
H -1.9712 -1.4705 -0.6627
H -1.0383 -2.8304 1.7142
H 0.1106 2.4933 -2.7549
H -0.1866 2.8920 -1.1018
H 1.1111 1.7809 -1.4543
*
```

Output
Orbital gap ... 9.22 eV
HOMO level ... -8.5857 eV
LUMO level ... 0.64 eV

=====

#ii has the most favorable energy; the next structure is 30.9 kcal/mol above.